Entry 1:
Computed, not measured: a cluster of 6 separate species, C23H37IN9O12P in total, with wB97M-V/def2-TZVPD.

Calculated values
HOMO energy: -9.06 eV
Multiplicity: 1
SMILES string: C=CC(=O)OCCCCCC[C@](C#N)([PH2]=N)[C@](I)(C#N)c1cccnc1.C[N+](=O)[O-].C[N+](=O)[O-].C[N+](=O)[O-].C[N+](=O)[O-].C[N+](=O)[O-]

Positions of all 83 atoms, in Å:
C1 4.47431 -0.13572 2.85065
C2 3.81954 -1.08216 2.18195
C3 4.06482 -1.38007 0.75069
O1 4.30966 -0.50688 -0.04078
O2 3.97192 -2.68156 0.44431
C4 3.76041 -2.97228 -0.94955
C5 2.36556 -2.60250 -1.41620
C6 1.27015 -3.54920 -0.89056
C7 0.91766 -3.28211 0.58320
C8 -0.54402 -3.56146 0.96652
C9 -1.61872 -2.92980 0.05923
C10 -2.70275 -2.08446 0.76384
C11 -3.20744 -2.80658 1.93070
N1 -3.46110 -3.58546 2.72936
P1 -4.23454 -2.04443 -0.34400
N2 -5.57758 -1.85683 0.43660
C12 -2.21961 -0.60735 1.17030
I1 -1.50098 -0.58935 3.23521
C13 -3.35882 0.31135 1.15916
N3 -4.18472 1.10297 1.09716
C14 -1.18548 -0.01443 0.21480
C15 -1.59788 0.42348 -1.04202
C16 -0.66510 0.95277 -1.91870
C17 0.64988 1.05473 -1.49089
N4 1.07299 0.66421 -0.29541
C18 0.16493 0.13177 0.51837
H1 4.00712 0.29531 3.72515
H2 5.46778 0.17917 2.56613
H3 3.05329 -1.65485 2.69391
H4 3.92581 -4.04487 -1.05146
H5 4.52218 -2.48888 -1.55796
H6 2.14423 -1.60661 -1.02427
H7 2.33368 -2.50578 -2.49934
H8 0.40334 -3.52367 -1.54863
H9 1.70378 -4.54693 -0.95797
H10 1.51831 -3.96677 1.18261
H11 1.20457 -2.28173 0.90589
H12 -0.68157 -3.28438 2.00930
H13 -0.66860 -4.64385 0.93826
H14 -1.17701 -2.38101 -0.77008
H15 -2.15854 -3.75510 -0.40572
H16 -4.18077 -3.31608 -0.94108
H17 -3.98893 -1.08212 -1.33594
H18 -6.04842 -1.01970 0.10940
H19 -2.62768 0.38183 -1.35961
H20 -0.99858 1.26935 -2.89502
H21 1.39307 1.47585 -2.15917
H22 0.51979 -0.20399 1.48259
C19 -2.70877 4.43990 1.90230
N5 -1.30470 4.84964 1.63876
O3 -0.81899 4.57571 0.55959
O4 -0.72704 5.44360 2.52587
H23 -3.08305 3.93066 1.02391
H24 -2.71099 3.77887 2.76453
H25 -3.27064 5.34437 2.10553
C20 -0.39208 7.86896 4.92192
N6 -1.66382 7.25354 5.38969
O5 -1.65102 6.65746 6.44536
O6 -2.63332 7.39297 4.67396
H26 0.37939 7.66517 5.65440
H27 -0.15454 7.41797 3.96295
H28 -0.56619 8.93561 4.81880
C21 1.10514 0.08123 -5.54942
N7 0.82005 -1.24448 -4.93470
O7 -0.31743 -1.47333 -4.57796
O8 1.75401 -2.00899 -4.83416
H29 0.18477 0.65221 -5.57456
H30 1.85780 0.56652 -4.93510
H31 1.48474 -0.10036 -6.54995
C22 4.34192 -8.31841 -1.58287
N8 3.95185 -6.88325 -1.50856
O9 4.68470 -6.12838 -0.90340
O10 2.92229 -6.56719 -2.06480
H32 5.27408 -8.44679 -1.04653
H33 3.54128 -8.89497 -1.13021
H34 4.45076 -8.56940 -2.63332
C23 -2.14942 7.12485 -1.60542
N9 -3.49559 6.55646 -1.31682
O11 -3.73075 6.21909 -0.17422
O12 -4.26498 6.46537 -2.24698
H35 -1.57778 7.13825 -0.68544
H36 -1.68222 6.48652 -2.34837
H37 -2.29940 8.12674 -1.99573


Entry 2:
Computed, not measured: a structure of composition C21H31BaF5OP2, with wB97M-V/def2-TZVPD.

Calculated values
ΔE to the lowest compared entry with this formula, charge and spin: 0.0 kJ/mol
HOMO energy: -4.18 eV
Multiplicity: 1

Positions of all 61 atoms, in Å:
P1 -0.21075 -1.84240 -5.18118
P2 -0.20935 2.18248 -5.38642
C1 -0.79177 -0.47048 -6.21233
C2 0.11114 0.76714 -6.46738
H1 -1.78855 -0.20754 -5.82082
H2 -0.97168 -0.95205 -7.18700
H3 1.19215 0.51294 -6.50049
H4 -0.10768 1.12603 -7.49234
C3 -1.85823 2.80574 -5.71122
H5 -2.14555 3.49696 -4.90704
H6 -2.60145 2.00160 -5.75334
H7 -1.84724 3.34259 -6.66842
C4 0.93813 3.48961 -5.78756
H8 0.60676 3.99232 -6.70226
H9 1.94388 3.08198 -5.94058
H10 0.97864 4.22842 -4.97848
C5 -1.64403 -2.92303 -4.97815
H11 -1.56905 -3.48376 -4.03488
H12 -1.66339 -3.62373 -5.82103
H13 -2.56816 -2.32187 -4.96235
C6 1.00323 -2.74074 -6.17210
H14 1.83617 -2.07496 -6.43661
H15 0.51293 -3.10904 -7.08493
H16 1.40799 -3.58810 -5.60349
Ba1 -2.28448 0.19299 -0.05540
C7 1.31058 2.08842 -3.08678
C8 -0.01636 1.84246 -3.63149
C9 -0.93716 0.63989 -3.08939
C10 -0.42392 -0.71106 -2.59951
C11 0.50356 -1.64184 -3.51701
C12 1.90916 -1.29808 -3.51926
C13 2.37656 0.00162 -3.89572
C14 2.27001 1.06090 -2.74741
C15 -0.02826 -1.20304 0.37809
H17 1.55612 3.12876 -2.85908
H18 -0.59122 2.73367 -3.27960
H19 -1.76147 0.46584 -3.80928
H20 -1.47011 1.16409 -2.24487
H21 0.04128 -0.58586 -1.60420
H22 -1.30530 -1.34379 -2.37886
H23 0.38742 -2.67861 -3.12815
H24 2.64321 -1.99753 -3.14750
H25 1.75214 0.32914 -4.75006
H26 3.42518 -0.04964 -4.23908
H27 1.95998 0.54994 -1.81257
H28 3.28286 1.49338 -2.60630
H29 0.47565 -0.54467 1.10289
H30 0.76157 -1.75598 -0.15519
H31 -0.64546 -1.93513 0.92963
F1 -0.58625 1.70095 6.71668
C16 -0.71590 1.71015 5.37548
C17 0.09442 2.54727 4.59398
F2 1.02580 3.31324 5.20449
C18 -0.02189 2.54540 3.21288
F3 0.81331 3.29362 2.46486
C19 -0.98298 1.71773 2.57867
O1 -1.16470 1.78057 1.28231
C20 -1.71874 0.82172 3.39083
F4 -2.59904 -0.08621 2.74958
C21 -1.61555 0.82379 4.75820
F5 -2.36492 -0.02415 5.49936


Entry 3:
Computed, not measured: a cluster of 2 separate species, CH4N2O2 in total, with wB97M-V/def2-TZVPD.

Calculated values
ΔE to the lowest compared entry with this formula, charge and spin: 241.4 kJ/mol
HOMO energy: -10.30 eV
Multiplicity: 1
SMILES string: N#[N+][O-].CO

Positions of all 9 atoms, in Å:
C1 -0.28432 0.08607 -0.19483
N1 3.67740 -1.23005 0.24576
N2 3.46427 -0.17283 0.00559
O1 3.24020 0.87989 -0.31880
O2 0.88841 0.39136 0.50593
H1 -0.67211 -0.84331 0.23410
H2 -0.03007 -0.22294 -1.19251
H3 -0.91709 1.01015 -0.09666
H4 0.65235 1.18577 0.97329


Entry 4:
Computed, not measured: a structure of composition C14H13Cl3N2O3, with wB97M-V/def2-TZVPD.

Calculated values
HOMO energy: -8.91 eV
Multiplicity: 1

Positions of all 35 atoms, in Å:
O1 -2.95190 -0.82394 4.66822
O2 -4.42978 -2.20681 3.75641
Cl1 -3.25487 -4.37564 0.00594
Cl2 -1.69064 -3.94400 2.55391
Cl3 -4.20765 -1.53911 -0.05686
O3 0.24194 1.33409 -2.13832
C1 -2.79572 -3.35853 1.35111
C2 -3.22533 -2.05762 1.31043
C3 -2.20753 0.07082 2.16438
C4 -2.92708 -1.09228 2.39995
C5 0.05632 2.55236 -0.06864
C6 -1.08863 0.38097 -0.31571
C7 -0.42274 2.68199 1.26578
C8 -0.24933 1.41295 -0.84286
C9 -1.48472 0.52871 1.03421
C10 -1.16643 1.62861 1.77231
N1 -1.88996 1.23653 2.90873
N2 -3.47478 -1.39042 3.67552
C11 3.95066 -0.66156 -3.16619
C12 1.65621 1.35957 -2.30148
C13 3.71852 -0.08460 -1.74159
C14 2.21898 0.16737 -1.52070
H1 0.66664 3.32763 -0.53785
H2 -1.41267 -0.50083 -0.91351
H3 -0.24396 3.56425 1.85516
H4 -1.35533 1.08046 3.75071
H5 4.93948 -1.07035 -3.26854
H6 3.81280 0.12108 -3.92523
H7 3.24162 -1.49719 -3.34141
H8 1.81985 1.23024 -3.38141
H9 2.14457 2.29707 -2.03559
H10 4.29060 0.85022 -1.63620
H11 4.04059 -0.83324 -1.01884
H12 2.03661 0.34287 -0.46434
H13 1.64368 -0.73167 -1.79750


Entry 5:
Computed, not measured: a cluster of 33 separate species, H66O33 in total, with wB97M-V/def2-TZVPD.

Calculated values
ΔE to the lowest compared entry with this formula, charge and spin: 385.7 kJ/mol
HOMO energy: -9.87 eV
Multiplicity: 1

Positions of all 99 atoms, in Å:
O1 2.15025 5.17345 -2.18787
H1 1.55659 4.47483 -1.91270
H2 2.71326 4.76487 -2.84536
O2 -0.60609 5.67900 0.81046
H3 -1.25844 5.93435 0.15818
H4 -0.21186 4.88189 0.45629
O3 0.97711 -4.91989 -0.42230
H5 1.77430 -4.79778 -0.93786
H6 1.28001 -5.30304 0.40091
O4 -1.89064 -5.30029 1.05156
H7 -2.84035 -5.39084 0.97353
H8 -1.63703 -4.77147 0.29507
O5 -3.54704 0.40014 -4.17278
H9 -2.88559 0.19353 -3.51245
H10 -4.11256 1.04747 -3.75162
O6 2.22369 1.56875 -2.18561
H11 1.56610 2.14741 -2.57158
H12 1.84006 0.69403 -2.24823
O7 -2.73483 0.80420 2.35124
H13 -3.19095 1.02263 1.53853
H14 -2.31216 -0.03549 2.17099
O8 0.60221 0.13139 2.97837
H15 0.41311 0.83810 3.59564
H16 -0.25125 -0.26064 2.79359
O9 5.04949 -0.04993 0.17452
H17 4.31179 0.19428 0.73343
H18 4.97872 0.53033 -0.58344
O10 -2.08340 0.87215 -1.94283
H19 -1.23838 0.79902 -1.49919
H20 -2.14279 1.79346 -2.19563
O11 1.49745 -0.92020 -3.45710
H21 2.17557 -1.28644 -4.02478
H22 0.73926 -1.48885 -3.59127
O12 0.01883 4.62935 3.51442
H23 -0.71476 4.01840 3.58393
H24 0.00054 4.92371 2.60379
O13 -1.56514 -1.74838 1.28645
H25 -0.88800 -2.08082 0.69721
H26 -2.38887 -2.03080 0.88903
O14 -4.18571 0.74241 0.06366
H27 -3.70828 0.81902 -0.76244
H28 -4.91092 1.36151 -0.01997
O15 4.70069 2.75334 -1.32111
H29 4.61628 3.17041 -2.17852
H30 3.81657 2.45114 -1.11316
O16 -2.75720 -3.92090 -2.01387
H31 -3.07402 -4.80166 -2.21419
H32 -3.49828 -3.49047 -1.58754
O17 2.65002 0.99840 1.07533
H33 2.03803 0.82534 0.35997
H34 2.10741 0.98541 1.86378
O18 0.44200 2.87754 -3.71298
H35 -0.11545 2.93294 -4.48914
H36 0.18570 3.62966 -3.17925
O19 -4.07542 -2.20732 0.04670
H37 -4.69936 -2.56514 0.67829
H38 -4.14099 -1.25860 0.15571
O20 3.99009 3.23061 2.12002
H39 4.82069 3.17942 1.64705
H40 3.34813 2.85208 1.51933
O21 -1.85579 -1.50596 4.26109
H41 -2.42603 -1.93388 4.89979
H42 -1.90511 -2.06296 3.48421
O22 3.82742 -4.55541 -1.49294
H43 3.54839 -3.89310 -0.86071
H44 4.25415 -5.22853 -0.96279
O23 0.13243 -2.31616 -0.86173
H45 -0.30440 -2.42612 -1.70632
H46 0.72471 -3.06545 -0.79853
O24 3.43317 -2.27138 -0.01627
H47 3.71493 -1.36900 -0.16639
H48 3.16370 -2.28903 0.90205
O25 2.16328 -2.40553 2.48822
H49 1.80864 -1.51720 2.45149
H50 2.98462 -2.31625 2.97159
O26 -0.79713 -4.12044 3.68241
H51 -0.13026 -3.89145 3.03505
H52 -1.26918 -4.85542 3.29099
O27 0.21480 3.27162 -0.61731
H53 -0.54194 3.59413 -1.10676
H54 0.16339 2.31906 -0.69615
O28 -0.35933 -3.22049 -3.81583
H55 -0.92724 -3.98604 -3.72845
H56 0.52560 -3.56233 -3.68823
O29 4.63048 -0.74575 -2.63113
H57 3.90407 -0.24181 -2.99802
H58 4.51779 -1.62570 -2.99059
O30 -3.82513 1.07434 4.87163
H59 -3.35074 0.90750 4.05717
H60 -3.50292 0.40742 5.47796
O31 -2.80752 3.85445 -0.65669
H61 -3.46795 3.85451 0.03618
H62 -2.65453 4.78089 -0.84248
O32 0.12972 0.38350 -0.35210
H63 -0.40654 0.26719 0.43220
H64 0.17291 -0.48838 -0.74476
O33 -2.57505 3.42711 3.32241
H65 -3.38565 3.57468 2.83520
H66 -2.43993 2.48034 3.28234


Entry 6:
Computed, not measured: a cluster of 5 separate species, C32H27N2O17S in total, with wB97M-V/def2-TZVPD.

Calculated values
ΔE to the lowest compared entry with this formula, charge and spin: 764.4 kJ/mol
HOMO energy: -11.19 eV
Net charge: +1
Multiplicity: 1

Positions of all 79 atoms, in Å:
N1 5.19998 0.31170 2.02837
C1 4.33387 1.31328 1.29710
S1 2.65129 0.66425 0.76799
C2 2.35802 -1.10670 1.30104
C3 2.58180 -1.40461 2.89582
O1 2.75638 -0.50548 3.86626
C4 1.29758 1.64990 1.68619
C5 1.63595 2.42138 3.13227
C6 0.27635 3.15647 3.73552
C7 -1.20171 3.15811 3.05458
N2 -1.41973 2.48787 1.74093
C8 -0.23261 1.80619 1.15201
H1 6.23318 0.49678 1.88462
H2 5.03029 0.49340 3.05383
H3 4.92207 1.61382 0.30474
H4 4.16113 2.30374 1.91605
H5 3.03869 -1.85951 0.69561
H6 1.23585 -1.40976 1.04333
H7 2.64844 -2.55053 3.21724
H8 2.68291 2.40233 3.65300
H9 0.38473 3.72076 4.77691
H10 -2.08316 3.70462 3.61885
H11 -0.43425 1.27519 0.09938
C9 -0.97882 -4.46881 -0.40036
C10 -0.98076 -3.14718 -0.21592
C11 -1.09932 -2.20604 -1.36389
O2 -1.11728 -0.99702 -1.16151
C12 -1.18665 -2.77705 -2.71700
C13 -1.18120 -4.09863 -2.90149
C14 -1.09047 -5.03961 -1.75151
O3 -1.10631 -6.24956 -1.95133
O4 -1.26023 -4.64196 -4.17064
O5 -0.87352 -2.60329 1.05089
H12 -0.89552 -5.16438 0.42521
H13 -1.25438 -2.08155 -3.54371
H14 -1.23926 -5.61504 -4.03957
H15 -0.90058 -1.63042 0.92022
C15 3.38878 3.42962 9.24084
C16 2.26222 3.80480 8.63189
C17 2.20792 3.99838 7.15635
O6 1.15356 4.32510 6.62287
C18 3.44521 3.79027 6.38798
C19 4.57251 3.41845 6.99756
C20 4.61954 3.19824 8.46910
O7 5.66585 2.83884 8.99845
O8 5.73959 3.22376 6.28187
O9 1.10214 4.02671 9.35097
H16 3.44181 3.28310 10.31231
H17 3.39625 3.95168 5.31873
H18 6.41198 2.95819 6.94660
H19 0.42837 4.28638 8.68548
C21 0.22118 0.85774 -3.59209
C22 0.21924 2.17937 -3.40765
C23 0.10068 3.12051 -4.55562
O10 0.08272 4.32953 -4.35324
C24 0.01335 2.54950 -5.90874
C25 0.01880 1.22792 -6.09322
C26 0.10953 0.28694 -4.94324
O11 0.09369 -0.92301 -5.14306
O12 -0.06023 0.68459 -7.36237
O13 0.32648 2.72326 -2.14085
H20 0.30448 0.16217 -2.76652
H21 -0.05438 3.24500 -6.73544
H22 -0.03926 -0.28849 -7.23130
H23 0.29942 3.69613 -2.27151
C27 -5.39994 -2.24743 -5.82950
C28 -4.51007 -3.16467 -5.44542
C29 -4.93394 -4.40663 -4.74149
O14 -4.09527 -5.24016 -4.41765
C30 -6.36639 -4.58174 -4.45505
C31 -7.25569 -3.66275 -4.83615
C32 -6.83471 -2.43442 -5.56425
O15 -7.67744 -1.61656 -5.91789
O16 -8.60311 -3.81968 -4.56779
O17 -3.15955 -2.99460 -5.68891
H24 -5.10593 -1.34121 -6.34394
H25 -6.65877 -5.48035 -3.92709
H26 -9.03850 -3.02405 -4.94448
H27 -2.72495 -3.79304 -5.31757


Look up the multiplicity of the fourth one.
1